Entry 1:
C60H46Br2NOP4S4W | ωB97M-V with the def2-TZVPD basis set

XYZ file:
```
119
Properties=species:S:1:pos:R:3:forces:R:3:lowdin_charge:R:1
W -0.40091 1.10993 -0.27416 -0.1 -0.2 0.4 1.013
S -0.39349 3.62173 0.55782 -0.1 -0.6 -0.6 0.302
P 0.53653 2.86817 2.20684 -0.5 -1.0 -1.3 0.560
C 0.57526 1.23866 1.52958 0.5 0.0 0.7 -0.757
P 1.38856 -0.28202 1.85330 -0.5 1.0 -2.1 0.609
S 0.60054 -1.08929 0.13075 0.6 0.1 0.4 0.506
C 0.90038 -1.28585 3.19175 -0.7 -0.6 0.5 -0.360
C -0.44549 -1.41861 3.58763 0.0 0.6 -0.7 -0.083
C -0.78748 -2.32776 4.55922 -0.5 -0.1 0.3 -0.058
C 0.22199 -3.11328 5.12863 -0.9 0.5 0.3 -0.059
C 1.54061 -2.93557 4.76082 0.4 -1.5 1.1 -0.068
C 1.88022 -2.10836 3.72230 -0.1 0.9 0.4 -0.071
C 3.18260 -0.16864 1.89323 -0.6 1.0 1.0 -0.352
C 4.00325 -0.68441 0.92149 -0.5 0.6 -0.2 -0.088
C 5.33983 -0.43564 0.97809 1.5 -0.7 0.4 -0.056
C 5.88554 0.19384 2.09979 0.8 -0.3 -0.7 -0.066
C 5.08722 0.74331 3.07022 -1.4 0.4 0.2 -0.056
C 3.69715 0.60200 2.93841 0.7 -0.4 -0.3 -0.078
C -0.51862 3.04352 3.66175 0.4 0.1 -0.3 -0.386
C -0.55348 2.05223 4.62941 0.3 -0.4 0.2 -0.085
C -1.13407 2.31326 5.88103 0.2 0.5 -1.2 -0.049
C -1.82588 3.52278 6.06598 1.0 -0.4 -1.0 -0.041
C -1.81697 4.49963 5.04666 0.0 -0.7 0.5 -0.053
C -1.13088 4.27710 3.86731 -0.2 -0.1 -0.1 -0.100
C 2.10082 3.69608 2.58132 0.9 0.4 -0.2 -0.333
C 3.06876 4.11229 1.64168 0.0 0.0 1.3 -0.050
C 4.30510 4.63725 2.05184 -1.1 -0.7 -1.5 -0.061
C 4.60433 4.75356 3.38294 -0.8 -0.4 1.6 -0.080
C 3.65961 4.43160 4.36740 -1.2 -0.9 -2.0 -0.030
C 2.41071 3.89325 3.90874 0.5 0.5 2.2 -0.088
H -1.22981 -0.81821 3.10152 0.5 -0.1 0.3 0.109
H -1.84078 -2.36554 4.91507 0.9 -0.2 -0.4 0.120
H -0.07298 -3.79736 5.91646 0.3 0.0 0.0 0.112
H 2.29417 -3.47951 5.35163 -0.2 0.2 -0.7 0.123
H 2.89017 -1.96580 3.38704 0.3 -0.3 0.2 0.101
H 3.54588 -1.13720 0.08771 -0.3 -0.8 -1.0 0.073
H 6.01462 -0.86198 0.22728 -0.3 0.3 0.2 0.117
H 6.96781 0.20815 2.17829 -0.1 0.3 0.1 0.112
H 5.45786 1.32236 3.90323 0.3 -0.1 0.0 0.109
H 3.02000 1.06114 3.63744 0.0 0.1 0.4 0.100
H -0.09892 1.06716 4.40012 -0.2 0.7 0.4 0.096
H -0.92093 1.57582 6.63504 -0.6 0.0 0.4 0.105
H -2.31817 3.69569 6.99374 -0.3 0.3 0.5 0.098
H -2.32526 5.43581 5.18495 -0.2 0.2 0.1 0.107
H -1.12053 5.02070 3.06885 0.1 -0.1 0.3 0.104
H 2.83665 4.02019 0.62324 -0.1 -0.1 -1.4 0.073
H 5.00688 4.89051 1.25888 0.0 0.1 0.4 0.116
H 5.55907 5.04984 3.73155 0.9 0.5 0.0 0.099
H 3.88951 4.52102 5.41438 -0.1 0.1 0.2 0.102
H 1.63199 3.63687 4.64368 0.6 0.1 -0.1 0.101
S 1.87204 1.65394 -1.47185 -1.6 -0.5 -0.2 0.305
P 1.03408 0.27120 -2.82559 0.9 0.3 1.0 0.516
C -0.46126 -0.19782 -2.15313 -0.1 0.4 0.9 -0.784
P -1.87709 0.41157 -2.88300 -0.9 -0.6 1.5 0.550
S -1.85766 2.31610 -2.09327 0.5 0.2 -0.1 0.335
C -3.51370 -0.25135 -2.25721 1.0 0.3 -0.1 -0.303
C -4.42223 0.60025 -1.66509 -0.9 -0.1 0.0 -0.137
C -5.65988 0.13855 -1.20738 1.1 -0.1 0.2 -0.069
C -5.88534 -1.20912 -1.17217 0.2 -1.2 -0.5 -0.071
C -4.95078 -2.09642 -1.73688 -0.6 0.0 -0.4 -0.062
C -3.80886 -1.60513 -2.35359 -1.2 0.5 1.1 -0.083
C -1.87869 -0.17838 -4.56239 -0.1 -0.3 -1.4 -0.339
C -2.18438 0.59778 -5.67105 0.1 0.2 -0.5 -0.059
C -2.04044 0.07604 -6.97258 0.0 0.9 0.8 -0.069
C -1.68525 -1.23169 -7.13682 0.3 -1.0 0.3 -0.079
C -1.45256 -2.07084 -6.03685 -0.5 1.0 0.3 -0.052
C -1.52170 -1.54011 -4.75501 0.2 1.0 -0.6 -0.097
C 2.25512 -1.08431 -2.82498 -0.7 -1.1 -0.1 -0.364
C 1.83117 -2.44666 -2.71736 1.2 2.9 -0.6 -0.099
C 2.82693 -3.37197 -2.69135 0.2 -1.9 0.3 -0.090
C 4.19034 -3.06064 -2.69674 -0.6 -1.4 -0.3 -0.067
C 4.56151 -1.74429 -2.79113 1.3 -0.7 -0.3 -0.100
C 3.60722 -0.77876 -2.88431 -1.1 2.3 0.1 -0.123
C 1.02704 1.01098 -4.46380 0.7 0.3 -0.3 -0.352
C 0.96133 2.40679 -4.59918 0.5 0.5 0.0 -0.109
C 1.19749 3.03281 -5.81348 -0.3 -1.7 0.3 -0.056
C 1.43324 2.20018 -6.90227 0.3 1.5 -1.4 -0.086
C 1.52004 0.83197 -6.81286 0.0 -0.7 0.7 -0.071
C 1.34980 0.21337 -5.56277 -0.4 -0.2 -0.1 -0.071
H -4.22102 1.63741 -1.55418 0.3 0.6 0.0 0.030
H -6.36241 0.81284 -0.78105 -0.4 0.5 0.2 0.103
H -6.80168 -1.62513 -0.78161 -0.1 0.1 0.1 0.108
H -5.21306 -3.16156 -1.79110 0.3 0.5 0.1 0.115
H -3.15912 -2.25056 -2.84597 1.0 -1.1 -0.7 0.072
H -2.46859 1.64366 -5.54788 0.1 -0.2 0.0 0.116
H -2.11628 0.73089 -7.83477 -0.2 -0.1 0.1 0.114
H -1.52117 -1.62309 -8.12225 -0.1 -0.1 -0.4 0.106
H -1.23274 -3.10969 -6.17800 0.3 -0.3 -0.1 0.105
H -1.14633 -2.08493 -3.91951 -0.1 -0.5 0.5 0.071
H 0.78972 -2.63416 -2.76105 -0.8 -0.5 0.3 0.067
H 2.53995 -4.42602 -2.65394 0.1 0.2 0.0 0.111
H 4.88480 -3.92991 -2.73030 -0.3 1.1 0.2 0.125
H 5.60718 -1.52156 -2.89034 0.3 0.3 0.1 0.109
H 3.84140 0.31119 -2.95621 0.2 -1.1 0.0 0.108
H 0.89334 3.08247 -3.76125 -0.3 -0.4 0.5 0.073
H 1.21390 4.09914 -5.86112 0.0 0.4 -0.2 0.105
H 1.61503 2.67812 -7.88780 -0.1 -0.4 0.7 0.120
H 1.76145 0.28698 -7.71713 -0.1 -0.2 0.2 0.110
H 1.41607 -0.87781 -5.37976 0.1 0.8 -0.6 0.119
C -1.35567 -4.45926 -0.69879 -0.3 -0.2 -1.4 -0.028
C -2.22039 -3.76814 0.27300 0.0 1.2 0.9 -0.316
C -2.89621 -4.47273 1.29045 -0.5 1.8 -0.1 0.009
C -3.66791 -3.76460 2.17314 0.1 -1.3 0.3 -0.019
C -3.76989 -2.37391 2.08512 0.2 -0.3 -0.3 -0.211
C -4.52924 -1.60511 2.97389 -0.9 2.0 1.0 -0.606
Br -5.40577 -2.30848 4.51240 0.0 -0.5 -0.3 0.785
C -4.64056 -0.22762 2.88903 1.5 -1.2 -1.2 -0.142
C -3.79955 0.43113 1.92875 -1.2 -0.8 0.8 -0.632
Br -3.95624 2.24245 1.64121 0.0 1.0 0.2 0.883
C -2.95443 -0.27829 1.14379 1.6 -1.4 -1.1 -0.334
O -1.99236 0.35409 0.43918 0.0 0.7 -0.9 -0.388
C -2.98335 -1.74563 1.09072 0.1 1.0 0.9 -0.148
N -2.18864 -2.43564 0.24803 -0.7 -0.4 -0.3 0.156
H -1.74723 -5.44597 -1.01495 0.2 0.5 0.3 0.096
H -0.38205 -4.58622 -0.25694 0.6 -0.2 0.1 0.081
H -1.25972 -3.80184 -1.58424 0.1 -0.4 0.4 0.074
H -2.80287 -5.51140 1.37348 0.1 -1.4 0.0 0.102
H -4.16926 -4.32721 2.96858 0.0 0.5 -0.3 0.098
H -5.23552 0.31153 3.59159 -0.3 0.4 0.1 0.086
```
Forces are in eV/Å.

## Properties
total charge: +1
spin multiplicity: 1
HOMO-LUMO gap: 6.695 eV
lowest unoccupied orbital energy: -3.12 eV

***

Entry 2:
C60H48CoI2N2P3SSi | ωB97M-V with the def2-TZVPD basis set

XYZ file:
```
118
Properties=species:S:1:pos:R:3:forces:R:3:lowdin_spin:R:1
Co 0.29906 -0.36581 -0.39550 0.6 0.2 -0.6 0.637
C -0.16064 -6.50605 -1.96088 0.0 0.0 0.0 0.001
C -1.29663 -5.86536 -2.44171 -0.1 0.0 0.0 0.000
C -1.39561 -4.48586 -2.37957 0.1 0.0 0.1 0.002
C -0.34860 -3.74377 -1.83178 0.3 0.2 0.1 -0.005
C 0.78777 -4.38635 -1.34891 0.0 0.0 -0.1 0.001
C 0.87952 -5.77002 -1.41379 0.0 0.0 0.0 0.000
P -0.47826 -1.93770 -1.82390 -0.9 0.2 -0.2 -0.011
C -0.55704 -1.49235 -3.58116 0.3 -0.1 0.0 0.008
C 0.12163 -2.28080 -4.51120 -0.1 0.0 0.1 0.002
C 0.07978 -1.96082 -5.85946 0.0 0.0 0.0 0.001
C -0.63808 -0.85468 -6.28925 0.0 0.0 0.0 0.002
C -1.29048 -0.05114 -5.36473 0.0 0.1 0.0 0.002
C -1.23889 -0.35511 -4.01388 0.0 0.0 0.0 0.009
C -2.10794 -1.46288 -1.16146 0.3 0.2 -0.2 0.082
C -3.44616 -1.40613 -1.73399 -0.2 -0.1 -0.1 0.597
C -4.31688 -0.93045 -0.62417 0.0 0.0 0.1 0.090
C -4.04583 0.56646 -0.22433 0.0 -0.1 0.0 0.054
C -2.58248 1.08550 -0.43615 0.1 0.0 -0.2 0.008
C -1.58560 -0.02436 -0.72059 0.0 0.2 0.1 0.075
Si 1.01056 1.47922 -1.48772 -0.1 -0.1 0.0 0.243
C 2.09243 -1.19485 -0.49629 0.1 -0.1 0.5 -0.009
C 2.70321 -1.48625 -1.72594 0.1 0.1 -0.1 -0.009
C 3.94898 -2.09173 -1.81858 -0.1 0.0 0.1 -0.001
C 4.63970 -2.47769 -0.67348 0.1 0.0 0.0 -0.007
C 4.07580 -2.23537 0.56344 0.0 0.0 0.1 -0.002
C 2.83402 -1.59021 0.62841 0.2 -0.1 0.2 -0.005
P 2.10045 -1.26453 2.21755 -0.1 -0.3 -0.2 0.002
C 0.69632 -2.33195 2.54945 0.1 0.2 0.1 0.000
C -0.33435 -1.91996 3.39517 0.0 0.0 0.0 0.000
C -1.40139 -2.77032 3.62826 0.0 0.1 0.1 0.001
C -1.43983 -4.01961 3.01900 0.1 0.0 0.0 0.000
C -0.41163 -4.42656 2.17913 -0.1 -0.1 0.1 0.000
C 0.66366 -3.58440 1.94118 0.1 0.0 0.0 -0.001
C 3.26924 -1.21302 3.55926 -0.2 0.0 -0.2 0.005
C 4.50012 -0.58183 3.35713 0.0 0.0 0.0 0.003
C 5.40950 -0.52589 4.39615 0.0 0.1 0.0 -0.001
C 5.08694 -1.07323 5.63274 -0.1 0.0 0.0 0.000
C 3.85802 -1.68815 5.83289 0.0 0.0 0.1 0.000
C 2.94209 -1.76556 4.79781 0.0 0.0 0.0 0.000
C 2.51851 2.55711 -1.02635 -0.6 0.0 0.1 0.039
C 3.89663 2.38369 -1.07922 0.1 0.0 0.0 0.012
C 4.72297 3.43666 -0.70387 0.0 -0.2 -0.1 0.000
C 4.19010 4.65187 -0.28180 -0.1 0.1 0.0 0.015
C 2.81507 4.84103 -0.21285 0.1 0.1 0.0 -0.001
C 1.99505 3.79098 -0.59271 0.0 -0.2 0.1 0.017
P 0.20105 3.61583 -0.73082 0.4 0.6 -0.5 0.031
C -0.66197 4.26308 0.72120 0.0 -0.4 -0.2 0.004
C -0.00985 4.46610 1.93474 0.0 0.0 -0.1 0.003
C -0.73184 4.91507 3.03087 0.0 0.0 0.1 0.000
C -2.09333 5.15640 2.91752 0.0 0.0 0.0 0.002
C -2.74106 4.96358 1.70310 0.0 0.0 0.0 0.000
C -2.03171 4.50856 0.60472 0.1 0.0 0.1 0.002
C -0.34717 4.65322 -2.10552 -0.1 -0.1 0.1 0.001
C -0.81304 4.07523 -3.28245 0.1 0.0 0.1 0.009
C -1.21514 4.88816 -4.33260 0.0 0.0 -0.1 0.001
C -1.14414 6.26703 -4.20752 0.0 0.0 0.0 0.001
C -0.67154 6.84403 -3.03442 0.0 0.0 0.1 0.000
C -0.27870 6.04103 -1.97838 0.0 -0.1 -0.1 0.000
H -0.08555 -7.58386 -2.01991 0.0 0.0 0.0 0.000
H -2.10040 -6.44354 -2.87807 0.0 0.0 0.0 0.000
H -2.27419 -3.97755 -2.75958 0.0 0.0 0.0 0.004
H 1.60478 -3.80017 -0.94715 0.0 0.0 0.0 0.000
H 1.76750 -6.27155 -1.05051 0.0 0.0 0.0 0.000
H 0.67217 -3.15316 -4.18015 0.0 0.0 0.0 0.000
H 0.59804 -2.58588 -6.57454 0.0 0.0 0.0 0.000
H -0.68642 -0.61738 -7.34355 0.0 0.0 0.0 0.000
H -1.84823 0.81415 -5.69941 0.0 0.0 0.0 0.000
H -1.73380 0.29137 -3.29902 -0.1 0.0 0.0 0.004
H -3.69079 -1.35474 -2.78385 0.0 0.0 0.0 0.034
H -5.38364 -1.07724 -0.78730 0.0 0.0 0.0 0.005
H -4.81840 1.23700 -0.59061 0.0 0.0 0.0 0.001
H -2.47066 2.05592 -0.91792 0.0 0.0 0.0 0.001
H 2.19449 -1.22701 -2.65006 0.0 0.0 0.0 0.002
H 4.38150 -2.28141 -2.79317 0.0 0.0 0.0 0.000
H 5.60777 -2.95448 -0.74607 0.0 0.0 0.0 0.000
H 4.58347 -2.53949 1.47138 0.0 0.0 -0.1 0.000
H -0.31098 -0.93689 3.85170 0.0 0.0 0.0 0.000
H -2.20104 -2.45843 4.28755 0.0 0.0 0.0 0.001
H -2.28089 -4.67658 3.19790 0.0 0.0 0.0 0.000
H -0.44436 -5.40091 1.70954 0.0 0.0 0.0 0.000
H 1.46498 -3.89795 1.28517 0.0 0.0 0.0 0.000
H 4.73983 -0.14207 2.39567 0.0 0.0 0.0 0.000
H 6.36663 -0.04472 4.24778 0.0 0.0 0.0 0.000
H 5.79720 -1.01193 6.44633 0.0 0.0 0.0 0.000
H 3.61430 -2.11456 6.79644 0.0 0.0 0.0 0.000
H 1.98770 -2.25453 4.94406 0.0 0.0 0.0 0.000
H 4.32556 1.44145 -1.40051 0.0 0.0 0.0 0.000
H 5.79758 3.31177 -0.73915 0.0 0.0 0.0 0.000
H 4.85321 5.46255 -0.00984 0.0 0.0 0.0 0.001
H 2.40416 5.78340 0.12878 0.0 0.0 0.0 0.000
H 1.05876 4.30451 2.01713 0.0 0.0 0.0 0.001
H -0.22618 5.08057 3.97305 0.0 0.0 0.0 0.000
H -2.65149 5.50116 3.77766 0.0 0.0 0.0 0.000
H -3.79754 5.17855 1.61187 0.0 0.0 0.0 0.000
H -2.52894 4.35952 -0.34667 0.0 0.1 0.0 0.000
H -0.85342 2.99427 -3.37231 0.0 0.0 -0.1 0.010
H -1.58373 4.44339 -5.24740 0.0 0.0 0.0 0.000
H -1.46023 6.89790 -5.02741 0.0 0.0 0.0 0.000
H -0.61119 7.92027 -2.94282 0.0 0.0 0.0 0.000
H 0.07692 6.48162 -1.05452 0.0 0.1 0.0 0.000
I 1.10546 0.91762 1.82344 0.1 0.3 -0.1 0.054
I 2.55041 2.37241 4.82070 0.0 0.0 0.0 0.906
N -4.82663 -2.49948 3.37132 0.1 -0.2 -0.3 -0.010
C -4.52033 -1.20168 3.06588 0.0 0.5 0.9 0.068
S -4.50980 -0.04111 4.30747 0.1 -0.3 -0.4 0.415
C -4.10045 -0.83321 1.79425 0.0 0.1 -0.4 0.353
C -3.78853 -1.69852 0.62268 0.0 0.0 -0.1 0.059
C -2.25865 -1.71375 0.37495 -0.2 -0.3 0.0 0.043
N -1.54542 -0.44273 0.68962 -0.2 -0.6 0.6 0.047
C -2.31589 0.79247 1.06803 0.0 0.4 0.1 0.035
C -3.81848 0.54239 1.32022 0.0 0.0 0.0 0.045
H -5.24717 -2.65611 4.27157 -0.1 0.0 0.0 0.001
H -5.12977 -3.11474 2.63338 0.0 0.0 0.0 -0.001
H -4.14404 -2.72733 0.67061 0.0 0.0 0.0 0.003
H -1.77787 -2.58578 0.82153 0.0 0.1 -0.1 0.000
H -1.78452 1.45962 1.74615 0.0 -0.1 0.1 0.001
H -4.26513 1.34752 1.89489 0.0 0.0 0.1 0.004
```
Forces are in eV/Å.

## Properties
total charge: +2
spin multiplicity: 5
HOMO-LUMO gap (alpha / beta): 5.447 / 5.043 eV
lowest unoccupied orbital energy (alpha / beta): -5.94 / -7.34 eV

***

Ordered energy relative to the best compared isomer or geometry (same formula, charge and spin) results: 21.63, 87.65; unit kcal/mol.